C4H6O in the gas phase, computed with the ωB97M-V functional and the def2-TZVPD basis.

The geometry in XYZ format:
```
11
Properties=species:S:1:pos:R:3
C -0.6894 0.0591 -1.8863
O -0.8944 -0.5378 -0.6216
C 1.3250 -0.4157 2.0906
C 0.3896 -0.0418 1.2614
C -0.5572 0.2892 0.4212
H 0.3220 0.4786 -1.9638
H -1.4222 0.8545 -2.0839
H -0.8098 -0.7343 -2.6264
H 1.1045 -1.0464 2.9486
H 2.3612 -0.1203 1.9406
H -1.1293 1.2149 0.5196
```

Properties
E = -6290.1192 eV
Max |F| = 0.3 eV Å⁻¹
Charge = 0
Frontier orbital gap = 10.28 eV